The following is a DFT calculation (ωB97M-V/def2-TZVPD) of one molecule with the formula C4H3N3.

Geometry (Å):
C  1.56427  -0.37829  -1.01706
C  0.39944  0.02854  -0.08250
C  -1.72550  0.19372  0.70088
C  -0.92885  -0.77225  0.03937
H  -2.95660  0.27728  0.88242
H  -0.75374  -1.72262  0.74741
H  -1.60964  -1.24113  -0.78543
N  2.27716  -1.17785  -1.47425
N  0.15255  1.06911  0.57778
N  -1.07773  1.28819  1.08383

Forces on the atoms, in the same order (eV/Å):
C -1.316 -1.174 2.458
C -1.649 -1.763 -2.054
C -4.619 3.680 2.930
C -0.032 -4.191 -1.113
H 3.628 -0.952 -0.465
H -0.284 1.969 -1.286
H 1.927 0.847 0.746
N -0.786 1.620 0.147
N 5.022 3.130 -0.185
N -1.890 -3.166 -1.179

As for the relative energy (zero: lowest compared OMol25 entry of this formula, charge and spin): 346.94 kJ/mol. Its charge is 0. The maximum force is 0.1282 hartree/bohr. As for the SMILES: N#CC1=NN=CC1. The calculation puts the gap between HOMO and LUMO at 9.57 eV. The value obtained for the highest occupied orbital energy is -0.3781 hartree. The calculation puts the lowest unoccupied orbital energy at -0.0266 Ha.

The following is a DFT calculation (ωB97M-V/def2-TZVPD) of C4H3N3 as an isolated structure.

Geometry (Å):
C  2.32592  -0.11758  -1.96248
C  -0.93606  0.22313  -0.04584
C  -1.68123  0.22393  1.11511
C  0.17040  -0.22892  0.58048
N  3.21893  0.40623  -1.50841
N  -1.00302  -0.48224  2.07461
N  0.14317  -0.89580  1.64320
H  -0.96970  0.81084  -0.90248
H  -2.72623  0.41177  1.35266
H  1.45781  -0.35135  -2.34685

Forces on the atoms, in the same order (eV/Å):
C 2.143 1.007 1.052
C -0.669 1.181 -0.790
C -0.945 -1.329 0.401
C 0.461 -0.199 0.543
N 1.691 0.527 0.801
N -3.123 1.227 1.618
N 4.317 -2.160 -0.033
H -0.423 0.598 -1.334
H 0.417 0.711 -0.375
H -3.868 -1.564 -1.884

As for the relative energy (zero: lowest compared OMol25 entry of this formula, charge and spin): 626.96 kJ/mol. Its charge is 0. The maximum force is 0.0939 hartree/bohr. The calculation puts the gap between HOMO and LUMO (spin up / spin down) at 8.01 / 8.02 eV. The value obtained for the highest occupied orbital energy (spin up / spin down) is -0.3749 / -0.3749 hartree. The calculation puts the lowest unoccupied orbital energy (spin up / spin down) at -0.0806 / -0.0803 Ha.